DFT (wB97M-V/def2-TZVPD) results for an isolated molecule of C6H8BNO in a non-equilibrium geometry.

charge = 0
total energy = -388.1811 a.u.
2S+1 = 3

Each atom is followed by the atoms it is bonded to, with distances in Å.
Positions of all 17 atoms, in Å:
1 B -1.902 0.324 0.073  C5 1.576, O9 1.335, H10 1.182
2 C 0.299 1.641 0.041  C3 1.383, C5 1.398, H11 1.079
3 C 1.679 1.728 0.016  C2 1.383, N8 1.323, H12 1.083
4 C 1.887 -0.523 -0.040  C6 1.391, N8 1.321, H13 1.084
5 C -0.328 0.392 0.027  B1 1.576, C2 1.398, C6 1.405
6 C 0.512 -0.734 -0.017  C4 1.391, C5 1.405, C7 1.498
7 C -0.023 -2.132 -0.046  C6 1.498, H14 1.088, H15 1.088, H16 1.087
8 N 2.464 0.665 -0.023  C3 1.323, C4 1.321
9 O -2.555 1.475 -0.101  B1 1.335, H17 0.957
10 H -2.482 -0.687 0.266  B1 1.182
11 H -0.307 2.534 0.071  C2 1.079
12 H 2.186 2.685 0.027  C3 1.083
13 H 2.569 -1.364 -0.075  C4 1.084
14 H -0.603 -2.335 0.853  C7 1.088
15 H -0.678 -2.273 -0.903  C7 1.088
16 H 0.791 -2.850 -0.105  C7 1.087
17 H -3.511 1.456 -0.066  O9 0.957

Results of the natural (NBO) charge analysis, in e, for atoms 1 through 8: 0.627, -0.198, 0.152, 0.097, -0.454, 0.172, -0.666, -0.540